Run a
Here is a cluster of 2 separate species, C9H14OS in total from the OMol25 dataset. Energies are from the ωB97M-V functional and the def2-TZVPD basis.

The calculation puts the molecular weight at 170.277 g mol⁻¹. Its SMILES is Cc1ccc(O)cc1.CSC. The gap between HOMO and LUMO is 0.330 Eh.

Structure (ORCA input):
```
! wB97M-V def2-TZVPD RIJCOSX def2/J DEFGRID3
* xyz 0 1
C -0.854 1.419 -1.854
C 0.525 1.102 -1.505
C 1.471 2.053 -1.566
C 2.621 1.881 -0.783
C 2.676 0.845 0.143
O 3.629 1.028 1.102
C 1.667 -0.067 0.171
C 0.642 0.000 -0.716
H -1.304 2.233 -1.307
H -1.536 0.598 -1.835
H -0.841 1.729 -2.966
H 1.395 2.793 -2.306
H 3.523 2.507 -0.827
H 3.481 0.368 1.754
H 1.765 -0.957 0.770
H -0.100 -0.798 -0.820
C -0.877 -2.533 1.470
S -1.586 -0.994 2.201
C -3.174 -1.178 1.353
H 0.131 -2.470 1.078
H -0.824 -3.406 2.111
H -1.559 -2.729 0.594
H -3.080 -1.381 0.352
H -3.837 -0.233 1.517
H -3.953 -1.810 1.870
*
```

Run b
Here is a cluster of 2 separate species, C9H14OS in total from the OMol25 dataset. Energies are from the ωB97M-V functional and the def2-TZVPD basis.

The calculation puts the molecular weight at 170.277 g mol⁻¹. Its SMILES is Cc1ccc(O)cc1.CCS. The gap between HOMO and LUMO is 0.345 Eh.

Structure (ORCA input):
```
! wB97M-V def2-TZVPD RIJCOSX def2/J DEFGRID3
* xyz 0 1
C -2.484 0.088 -1.428
C -1.420 0.754 -0.588
C -1.455 0.788 0.771
C -0.391 1.194 1.603
C 0.691 1.836 1.061
O 1.714 2.295 1.881
C 0.753 1.942 -0.338
C -0.159 1.227 -1.139
H -2.368 -0.936 -1.694
H -2.556 0.737 -2.333
H -3.422 0.114 -0.923
H -2.455 0.419 1.233
H -0.528 0.990 2.685
H 1.753 2.316 2.795
H 1.491 2.650 -0.757
H 0.027 1.255 -2.104
C 0.733 -1.880 -0.718
C 1.813 -1.565 0.291
S 1.703 -2.852 1.487
H -0.241 -1.632 -0.410
H 0.606 -2.983 -1.175
H 0.935 -1.222 -1.583
H 2.751 -1.664 -0.399
H 1.991 -0.554 0.730
H 0.520 -3.316 1.051
*
```

So which one is most stable? That would be run a, about 35.9 kJ/mol below the next structure.

Run a
Here is a cluster of 6 separate species, C21H31Cl3O15 in total from the OMol25 dataset. Energies are from the ωB97M-V functional and the def2-TZVPD basis.

The calculation puts the molecular weight at 629.823 g mol⁻¹. Its SMILES is C[C@H]1COC(=O)O1.C[C@H]1COC(=O)O1.C[C@H]1COC(=O)O1.C[C@H]1COC(=O)O1.C[C@H]1COC(=O)O1.ClC(Cl)Cl. The gap between HOMO and LUMO is 0.388 Eh.

Structure (ORCA input):
```
! wB97M-V def2-TZVPD RIJCOSX def2/J DEFGRID3
* xyz 0 1
C -1.272 -5.143 2.802
C -0.461 -5.312 1.537
C -0.696 -4.205 0.490
O 0.604 -3.991 -0.057
C 1.501 -4.730 0.652
O 2.629 -4.857 0.335
O 0.954 -5.304 1.724
H -2.325 -5.058 2.519
H -0.973 -4.244 3.335
H -1.258 -6.027 3.438
H -0.657 -6.251 1.015
H -1.204 -3.303 0.837
H -1.404 -4.616 -0.233
C -5.074 -1.742 -1.823
C -4.319 -0.482 -2.223
C -4.082 0.549 -1.077
O -2.683 0.665 -1.048
C -2.102 0.054 -2.087
O -0.942 0.043 -2.331
O -3.018 -0.764 -2.686
H -5.951 -1.556 -1.198
H -4.369 -2.363 -1.269
H -5.529 -2.244 -2.677
H -4.868 0.054 -3.002
H -4.531 0.121 -0.182
H -4.598 1.463 -1.361
C 1.043 -1.392 -5.093
C 2.553 -1.394 -5.013
C 3.181 -1.142 -3.640
O 4.310 -2.024 -3.657
C 4.155 -2.925 -4.650
O 4.856 -3.871 -4.776
O 3.115 -2.629 -5.430
H 0.624 -2.084 -4.357
H 0.670 -1.702 -6.071
H 0.599 -0.403 -4.977
H 2.822 -0.631 -5.756
H 2.532 -1.467 -2.827
H 3.402 -0.080 -3.567
C 1.982 2.383 3.942
C 3.454 2.357 4.366
C 3.793 1.358 5.432
O 4.194 0.213 4.660
C 4.577 0.640 3.433
O 5.094 -0.008 2.596
O 4.262 1.941 3.284
H 1.530 1.390 3.921
H 1.960 2.766 2.925
H 1.458 2.962 4.703
H 3.713 3.353 4.730
H 2.957 1.087 6.074
H 4.613 1.668 6.082
C -1.803 6.931 0.853
C -1.323 5.760 0.036
C -1.361 4.380 0.783
O -2.506 3.783 0.204
C -2.978 4.445 -0.840
O -3.898 4.052 -1.496
O -2.321 5.611 -1.009
H -2.085 7.808 0.279
H -0.984 7.230 1.526
H -2.582 6.718 1.590
H -0.350 5.954 -0.410
H -1.330 4.566 1.854
H -0.496 3.779 0.510
Cl 0.568 -1.245 2.391
C 0.572 -0.503 0.813
Cl 2.009 -0.758 -0.164
Cl 0.370 1.238 0.991
H -0.323 -0.871 0.325
*
```

Run b
Here is a cluster of 6 separate species, C21H31Cl3O15 in total from the OMol25 dataset. Energies are from the ωB97M-V functional and the def2-TZVPD basis.

The calculation puts the molecular weight at 629.823 g mol⁻¹. Its SMILES is C[C@H]1COC(=O)O1.C[C@H]1COC(=O)O1.C[C@H]1COC(=O)O1.C[C@H]1COC(=O)O1.C[C@H]1COC(=O)O1.ClC(Cl)Cl. The gap between HOMO and LUMO is 0.377 Eh.

Structure (ORCA input):
```
! wB97M-V def2-TZVPD RIJCOSX def2/J DEFGRID3
* xyz 0 1
C -3.882 -2.608 3.406
C -3.968 -1.142 2.870
C -3.034 -0.926 1.737
O -3.841 -0.274 0.772
C -5.133 -0.170 1.226
O -6.080 0.456 0.685
O -5.291 -0.845 2.388
H -4.608 -2.851 4.181
H -2.975 -2.651 4.009
H -3.690 -3.367 2.647
H -3.656 -0.516 3.706
H -2.632 -1.840 1.300
H -2.221 -0.275 2.062
C 2.460 1.232 1.327
C 3.442 1.021 0.196
C 2.871 1.408 -1.152
O 3.862 2.100 -1.799
C 4.777 2.528 -0.897
O 5.707 3.279 -1.234
O 4.400 2.038 0.294
H 1.470 0.793 1.206
H 2.406 2.277 1.631
H 2.884 0.706 2.182
H 4.018 0.096 0.147
H 1.989 1.992 -0.888
H 2.490 0.533 -1.678
C -0.285 1.539 4.334
C -0.342 0.044 4.814
C 0.518 -0.099 6.086
O -0.281 -0.897 6.930
C -1.517 -0.944 6.504
O -2.478 -1.345 7.164
O -1.645 -0.232 5.416
H 0.596 1.978 3.867
H -0.588 2.160 5.177
H -1.128 1.656 3.652
H -0.095 -0.686 4.043
H 0.674 0.889 6.518
H 1.445 -0.521 5.697
C 2.248 -1.784 -3.638
C 2.571 -1.156 -4.955
C 1.764 -1.493 -6.164
O 1.365 -0.286 -6.632
C 1.751 0.718 -5.770
O 1.580 1.951 -5.928
O 2.478 0.230 -4.825
H 2.281 -2.874 -3.642
H 1.287 -1.412 -3.282
H 3.022 -1.552 -2.906
H 3.621 -1.354 -5.171
H 0.879 -2.041 -5.840
H 2.284 -2.125 -6.885
C -1.657 0.179 -2.064
C -0.864 1.151 -3.023
C -1.694 2.301 -3.604
O -0.858 3.425 -3.454
C 0.239 3.144 -2.656
O 1.063 3.950 -2.300
O 0.181 1.808 -2.297
H -2.116 0.605 -1.172
H -1.010 -0.647 -1.770
H -2.505 -0.234 -2.611
H -0.474 0.607 -3.883
H -2.587 2.425 -2.992
H -1.866 2.182 -4.674
Cl 1.155 -1.714 -0.468
C 0.120 -2.927 0.321
Cl -1.451 -3.086 -0.466
Cl -0.030 -2.627 2.067
H 0.585 -3.900 0.163
*
```

So which one is most stable? That would be run a, about 160.1 kJ/mol below the next structure.

Run a
Here is an isolated molecule of C3H4Cl2 from the OMol25 dataset. Energies are from the ωB97M-V functional and the def2-TZVPD basis.

The calculation puts the molecular weight at 110.971 g mol⁻¹. Its SMILES is Cl[C@@H]1C[C@@H]1Cl. The gap between HOMO and LUMO is 0.408 Eh.

Structure (ORCA input):
```
! wB97M-V def2-TZVPD RIJCOSX def2/J DEFGRID3
* xyz 0 1
Cl -0.055 0.190 1.813
C -0.903 -0.442 0.451
C -0.279 -1.525 -0.403
C -0.535 -0.149 -0.957
Cl 0.866 0.837 -1.379
H -1.965 -0.558 0.660
H -0.922 -2.366 -0.696
H 0.747 -1.749 -0.190
H -1.344 -0.104 -1.700
*
```

Run b
Here is a structure of composition C3H4Cl2 from the OMol25 dataset. Energies are from the ωB97M-V functional and the def2-TZVPD basis.

The calculation puts the molecular weight at 110.971 g mol⁻¹. The gap between HOMO and LUMO is 0.403 Eh.

Structure (ORCA input):
```
! wB97M-V def2-TZVPD RIJCOSX def2/J DEFGRID3
* xyz 0 1
C 0.128 0.205 -0.122
C 0.559 1.044 0.923
C 0.384 1.653 -0.608
H 1.733 0.739 0.863
H -0.228 1.512 1.614
H -0.638 2.205 -1.000
H 1.401 1.723 -1.144
Cl -1.696 -0.379 0.000
Cl 1.185 -1.009 -0.087
*
```

So which one is most stable? That would be run a, about 269.5 kJ/mol below the next structure.

Run a
Here is a cluster of 3 separate species, C4H14NO3 in total from the OMol25 dataset. Energies are from the ωB97M-V functional and the def2-TZVPD basis.

The calculation puts the molecular weight at 124.160 g mol⁻¹. The gap between HOMO and LUMO is 0.280 Eh.

Structure (ORCA input):
```
! wB97M-V def2-TZVPD RIJCOSX def2/J DEFGRID3
* xyz -1 1
C 1.234 -0.365 2.921
C 0.152 -1.555 2.389
N -0.457 -1.445 1.021
C 0.505 -0.977 0.025
C 0.725 0.437 -0.364
O -0.419 0.997 -0.621
H 1.953 -0.055 2.199
H 0.446 0.421 3.075
H 1.741 -0.533 3.837
H -0.792 -1.563 2.920
H 0.485 -2.740 2.180
H -1.334 -0.946 0.911
H 1.511 -1.280 0.326
H 0.335 -1.587 -0.886
H 1.504 0.685 -1.235
H 1.032 0.891 0.571
H -0.659 2.054 -2.066
H 0.723 2.020 -2.167
O 0.157 2.647 -2.483
H -1.190 0.219 -1.363
H -1.506 -0.281 -3.075
O -1.830 -0.198 -2.169
*
```

Run b
Here is a structure of composition C4H14NO3 from the OMol25 dataset. Energies are from the ωB97M-V functional and the def2-TZVPD basis.

The calculation puts the molecular weight at 124.160 g mol⁻¹. The gap between HOMO and LUMO is 0.290 Eh.

Structure (ORCA input):
```
! wB97M-V def2-TZVPD RIJCOSX def2/J DEFGRID3
* xyz -1 1
C -2.137 1.722 0.226
C -0.855 0.843 0.088
C 0.331 1.540 -0.545
C 1.754 0.899 -0.272
O 1.997 0.436 1.003
N -1.044 -0.518 -0.430
H -1.941 2.448 1.011
H -2.806 0.991 0.690
H -2.649 2.120 -0.631
H -0.639 0.566 1.130
H 0.208 2.606 -0.292
H 0.321 1.496 -1.648
H 2.370 1.814 -0.387
H 1.957 0.126 -1.026
H -0.359 -1.186 -0.088
H -1.130 -0.583 -1.436
H -0.367 -3.700 -0.582
H 1.046 -3.210 -0.530
O 0.525 -3.992 -0.745
H 1.559 -0.705 1.205
H 0.572 -1.828 1.966
O 1.288 -1.886 1.295
*
```

So which one is most stable? That would be run b, about 261.2 kJ/mol below the next structure.